Record 1
DFT (ωB97M-V/def2-TZVPD) results for a cluster of 5 separate species, C7H23NO4 in total in a non-equilibrium geometry.

```
35
Properties=species:S:1:pos:R:3:forces:R:3
C 2.8055 1.0302 0.6545 -0.17 1.04 1.51
C 1.7883 -0.0925 0.5841 -0.09 0.19 -0.05
C 0.7585 -0.1699 1.7001 -0.47 -1.41 0.51
C -0.1581 1.0396 1.8211 0.09 0.81 -0.22
N -2.2093 0.1809 -0.0632 1.88 0.80 -0.02
C -1.4837 1.4303 -0.2470 -1.05 -2.43 -1.13
C -0.4605 1.7683 0.5249 -0.75 0.61 0.22
C -1.9713 1.9517 -1.5494 -0.31 2.96 -1.32
H 3.6253 1.0408 -0.0615 -0.38 -0.14 -0.34
H 3.2812 1.0689 1.6426 0.17 -0.45 0.03
H 2.2854 2.0041 0.6819 0.19 -0.25 -0.63
H 1.1306 0.0918 -0.2715 0.61 -0.45 -0.45
H 2.3074 -1.0553 0.5085 -0.18 0.10 -0.21
H 0.1591 -1.0828 1.5114 0.26 1.03 -0.37
H 1.1121 -0.4366 2.7120 0.54 0.47 -0.26
H -1.1267 0.7755 2.2438 0.01 -0.31 0.22
H 0.2852 1.7160 2.5474 0.04 0.38 -0.10
H -3.2107 0.2632 -0.0910 -0.06 -0.19 0.38
H -1.7471 -0.3718 0.6440 -0.92 -0.32 0.40
H -0.0466 2.7301 0.2627 0.68 -0.07 0.10
H -1.6144 2.9263 -1.9079 0.76 0.14 0.81
H -1.8506 1.4214 -2.4999 0.05 -1.04 0.71
H -3.0215 2.2469 -1.4959 -0.40 -0.65 0.20
H -0.2097 -2.5450 3.1270 0.48 -0.10 -0.13
H -0.3310 -2.8455 1.5546 0.24 -0.11 0.42
O -0.8003 -2.6493 2.3853 -1.09 -0.38 -0.22
H -1.4080 -0.7889 -1.6623 -0.23 -0.13 0.03
H -2.2564 -1.9872 -1.9824 -0.11 -0.03 -0.11
O -1.4490 -1.5512 -2.2710 0.36 -0.10 0.12
H 0.7475 0.5087 -3.2272 -0.06 -0.06 -0.03
H 1.9058 -0.4850 -3.3074 -0.09 0.05 0.01
O 1.6279 0.3339 -2.8834 0.12 -0.01 0.01
H 1.3166 -2.8526 -0.3281 0.20 0.27 -0.71
H -0.1541 -2.6954 -1.0236 0.80 0.21 0.01
O 0.3725 -2.9199 -0.2332 -1.14 -0.44 0.60
```
Forces are in eV/Å.

**Gap between HOMO and LUMO**: 9.107 eV
**HOMO level**: -8.58 eV
**Structure (SMILES)**: CCCC/C=C(/C)N.O.O.O.O

These are the Mulliken partial charges, in e, on atoms 1 to 8: number 1, C, carries -1.405; number 2, C, carries 0.036; number 3, C, carries 0.818; number 4, C, carries -1.536; number 5, N, carries -0.468; number 6, C, carries 0.915; number 7, C, carries -0.576; number 8, C, carries -1.563

=====

Record 2
DFT (ωB97M-V/def2-TZVPD) results for a cluster of 2 separate species, C8H19NO in total in a non-equilibrium geometry.

```
29
Properties=species:S:1:pos:R:3:forces:R:3
C 1.5078 -3.7971 0.6012 -0.80 -0.42 -0.20
C 1.9386 -2.4583 1.1080 2.01 1.32 1.68
C 1.4804 -0.0598 1.4884 2.46 -0.57 0.84
C -1.1358 -0.4437 0.9543 -0.62 0.37 -1.09
C -0.4008 0.7112 0.2532 -1.36 -0.91 -1.60
C -1.3195 1.4396 -0.6872 -2.62 -1.39 1.86
C -0.6597 2.3623 -1.6002 0.76 1.71 -1.15
C -1.6521 2.9563 -2.6361 1.50 -0.49 -0.94
H 0.5325 -3.7294 0.0513 0.83 -0.28 0.43
H 1.3974 -4.4077 1.5299 0.00 0.22 -0.93
H 2.2825 -4.2555 -0.0503 -0.50 0.36 0.49
H 0.3622 -1.4697 0.2193 1.12 -0.01 0.43
H 2.3905 -0.2218 2.1358 -1.05 0.00 -0.84
H 1.6184 0.8231 0.8064 0.94 -1.38 1.21
H 0.6033 0.1802 2.1143 1.35 -0.22 0.19
H -2.0783 -0.1994 1.3694 -1.09 0.88 0.28
H -1.3656 -1.2028 0.2220 -0.20 -0.58 -0.25
H -0.5589 -0.8526 1.7418 -0.24 -0.63 0.56
H 0.5242 0.3391 -0.2723 -1.89 0.59 -0.24
H -0.0362 1.2938 1.0345 -0.07 1.87 0.56
H -1.8934 0.5973 -1.2036 0.34 1.35 0.18
H -2.0585 2.0159 -0.0038 0.73 -0.91 -1.28
H 0.1703 1.8432 -2.1065 -0.23 0.20 -0.09
H -0.1951 3.1534 -0.9992 0.05 0.05 -0.12
H -2.5235 3.3955 -2.1321 0.27 -0.01 -0.38
H -1.1454 3.6700 -3.3994 -0.99 -1.06 1.47
H -1.9227 2.0259 -3.1777 -0.52 0.85 -0.14
N 1.2307 -1.3310 0.7378 1.57 -0.54 0.61
O 2.9069 -2.3781 1.9005 -1.73 -0.34 -1.55
```
Forces are in eV/Å.

**Gap between HOMO and LUMO**: 10.248 eV
**HOMO level**: -9.47 eV
**Structure (SMILES)**: CNC(C)=O.CCCCC

These are the Mulliken partial charges, in e, on atoms 1 to 8: number 1, C, carries -0.913; number 2, C, carries 0.636; number 3, C, carries -1.317; number 4, C, carries -2.088; number 5, C, carries -0.321; number 6, C, carries -0.495; number 7, C, carries -0.485; number 8, C, carries -1.130

=====

Record 3
DFT (ωB97M-V/def2-TZVPD) results for the ion C4H11N3 with charge +2 in a non-equilibrium geometry.

```
18
Properties=species:S:1:pos:R:3:forces:R:3
C 1.0678 -0.7463 -0.9242 -3.51 0.78 4.41
C -0.6584 0.4113 0.9377 -0.51 1.77 1.19
C 0.9478 0.0803 -2.0521 -3.26 -0.76 -1.58
C -2.0836 0.3336 1.6074 1.64 -1.08 0.59
N 1.9697 -1.4312 -0.3615 1.47 -0.92 -1.37
N 0.1632 1.5040 1.1032 -0.96 -3.06 -1.84
N -0.3964 -0.5547 0.0857 6.18 1.50 -1.38
H 1.8576 0.4745 -2.3084 2.40 1.03 -1.06
H 0.5482 -0.5950 -2.9191 0.46 1.28 1.14
H 0.1903 0.8690 -1.7888 0.73 -0.72 -0.82
H -2.5687 -0.5956 1.3259 -0.17 0.16 -0.59
H -2.5613 1.2055 1.2815 -1.16 1.14 -0.89
H -2.2665 0.3353 2.7074 1.38 0.18 -0.46
H 2.8807 -1.7233 -0.8501 -1.44 0.76 0.63
H 1.8191 -1.8783 0.5268 -0.16 -0.24 0.59
H -0.3227 2.3046 1.4637 0.35 0.60 0.34
H 0.9083 1.6121 0.3760 -0.90 0.43 1.37
H -0.9789 -1.2788 -0.0781 -2.56 -2.85 -0.28
```
Forces are in eV/Å.

**Gap between HOMO and LUMO**: 10.394 eV
**HOMO level**: -20.01 eV
**Structure (SMILES)**: CC(=[NH2+])/[NH+]=C(\C)N
**Charge**: +2

These are the Mulliken partial charges, in e, on atoms 1 to 8: number 1, C, carries 0.395; number 2, C, carries 0.977; number 3, C, carries -0.908; number 4, C, carries -1.113; number 5, N, carries -0.218; number 6, N, carries -0.365; number 7, N, carries -0.364; number 8, H, carries 0.433

=====

Record 4
DFT (ωB97M-V/def2-TZVPD) results for a structure of composition C18H16I2MgN3O5 in a non-equilibrium geometry.

```
45
Properties=species:S:1:pos:R:3:forces:R:3
Mg 0.3231 1.1211 0.6134 0.01 0.02 0.05
I 4.0616 -5.3957 0.3455 -0.02 0.01 0.00
C 3.1697 -3.5578 0.8111 0.03 -0.11 0.08
C 2.6701 -3.3432 2.0858 -0.04 0.16 -0.09
C 2.0917 -2.1177 2.3738 -0.02 0.15 -0.09
I 1.2780 -1.7893 4.2723 0.03 0.01 -0.05
C 1.9981 -1.0491 1.4377 -0.13 0.04 0.00
O 1.4686 0.0876 1.7343 0.84 -0.75 0.46
C 2.5040 -1.3405 0.1284 -0.06 0.05 0.00
C 2.4334 -0.2703 -0.9406 -0.26 -0.04 0.30
N 1.0589 0.2202 -1.1732 0.26 -0.34 -0.47
C 0.1319 -0.7514 -1.7517 0.00 0.10 0.31
C -0.8525 -1.3041 -0.7300 0.16 0.32 0.22
C -1.7144 -2.3472 -1.0439 -0.01 -0.12 -0.02
C -2.6413 -2.7553 -0.1042 -0.05 -0.03 0.01
C -2.6775 -2.1297 1.1363 0.00 -0.05 -0.03
C -1.7739 -1.1139 1.3800 0.30 0.05 -0.23
N -0.8895 -0.7025 0.4609 -0.51 -0.51 -0.04
C 3.0769 -2.5692 -0.1577 -0.10 0.14 0.00
H 2.7214 -4.1153 2.8416 -0.01 0.02 -0.01
H 3.0158 0.5989 -0.6264 -0.05 0.04 -0.02
H 2.8792 -0.6529 -1.8641 0.02 -0.06 -0.07
H 1.1201 1.0695 -1.7424 0.07 -0.04 0.06
H -0.4534 -0.2603 -2.5303 -0.05 0.06 -0.03
H 0.6647 -1.5887 -2.2101 0.04 -0.08 -0.07
H -1.6520 -2.8279 -2.0136 -0.01 0.04 0.03
H -3.3329 -3.5581 -0.3337 0.03 0.02 0.02
H -3.3862 -2.4275 1.8979 0.03 0.01 -0.02
H -1.7349 -0.5994 2.3352 0.00 0.01 -0.09
H 3.4549 -2.7518 -1.1574 0.00 0.00 0.01
O -2.1607 2.1127 -2.6173 0.04 0.00 0.01
C -2.1126 2.4915 -1.4640 0.12 -0.11 0.23
C -2.9045 3.6878 -0.9214 0.06 -0.02 0.15
C -2.6279 3.6583 0.5827 0.02 -0.06 0.01
C -1.6416 2.5099 0.7181 -0.18 -0.11 0.05
O -1.1066 2.1243 1.7862 -0.40 0.30 -0.60
N -1.3711 1.9161 -0.4573 -0.41 0.48 -0.03
H -3.9551 3.5825 -1.1892 0.00 0.00 0.01
H -2.5241 4.5858 -1.4089 -0.02 0.02 0.01
H -3.5090 3.4461 1.1890 -0.02 0.02 0.01
H -2.1672 4.5655 0.9741 -0.01 0.00 0.00
O 1.9140 2.9316 -1.8237 -0.34 0.22 0.23
C 1.7413 3.4002 -0.6869 0.61 -1.02 0.13
O 1.3301 2.7774 0.3466 0.18 0.84 -0.45
H 2.0814 4.4315 -0.5028 -0.17 0.32 0.01
```
Forces are in eV/Å.

**Gap between HOMO and LUMO**: 7.108 eV
**HOMO level**: -4.85 eV
**Charge**: -1

These are the Mulliken partial charges, in e, on atoms 1 to 8: number 1, Mg, carries 2.234; number 2, I, carries -0.013; number 3, C, carries -0.225; number 4, C, carries -0.459; number 5, C, carries -0.294; number 6, I, carries -0.037; number 7, C, carries 0.576; number 8, O, carries -1.183

=====

Record 5
DFT (ωB97M-V/def2-TZVPD) results for a cluster of 2 separate species, CH9N5 in total in a non-equilibrium geometry.

```
15
Properties=species:S:1:pos:R:3:forces:R:3
C 0.5057 0.8105 -0.5717 -2.54 -0.66 -2.95
N 1.1729 0.9820 0.5098 -2.09 1.41 1.46
N -0.7189 -1.2210 -0.5297 1.63 1.90 -0.50
N -1.4324 -2.7125 -2.0198 -0.40 -0.35 2.87
N 0.7811 1.6948 1.7020 1.14 -0.17 0.77
N -0.8289 -1.5944 -1.7071 -0.84 -0.80 -0.94
H -0.5071 1.1806 -0.8693 1.05 0.19 0.91
H 1.1526 0.6091 -1.4531 -0.56 -0.80 0.66
H 1.9272 0.3963 0.6299 2.64 -1.22 0.76
H -1.0625 -1.8149 0.1998 -0.50 -0.77 0.77
H -1.8539 -3.3450 -1.1928 0.98 1.61 -2.81
H -1.6277 -2.7982 -3.0141 -0.04 -0.46 0.39
H 0.4372 1.2334 2.5492 0.72 -2.07 0.19
H 1.7006 2.1336 1.9851 -1.48 0.69 -0.03
H -0.0779 2.2482 1.6854 0.30 1.50 -1.56
```
Forces are in eV/Å.

**Gap between HOMO and LUMO**: 8.584 eV
**HOMO level**: -17.76 eV
**Charge**: +2

These are the Mulliken partial charges, in e, on atoms 1 to 8: number 1, C, carries -0.127; number 2, N, carries -0.074; number 3, N, carries -0.310; number 4, N, carries -0.425; number 5, N, carries -0.247; number 6, N, carries 0.238; number 7, H, carries 0.352; number 8, H, carries 0.350

=====

Record 6
DFT (ωB97M-V/def2-TZVPD) results for an isolated molecule of C5H10N2O in a non-equilibrium geometry.

```
18
Properties=species:S:1:pos:R:3:forces:R:3
C 1.0235 0.2598 -0.5408 -0.41 0.07 0.36
C -1.4197 1.6805 0.3321 -0.22 -0.05 -0.13
N 0.4089 0.0660 0.7744 -0.74 0.52 1.12
C -0.7849 0.6368 1.2145 0.51 -0.66 0.47
N 1.1787 -0.6451 1.7500 -0.27 -0.18 -0.08
C 0.2748 -0.5313 -1.5784 0.01 -0.91 -0.75
C 0.2599 -1.8678 -1.6791 -0.02 0.95 0.06
O -1.2770 0.3514 2.3112 0.79 0.11 -0.89
H 1.1868 -1.6296 1.4822 -0.10 0.07 -0.02
H 0.6254 -0.6209 2.6192 0.14 0.23 -0.50
H 2.0736 -0.0540 -0.5110 -0.29 0.07 0.33
H 1.0025 1.3244 -0.7941 0.09 -0.12 -0.01
H -0.2818 0.0471 -2.3126 0.00 -0.08 0.03
H -1.5410 1.3311 -0.6934 0.14 0.11 -0.04
H -2.4140 1.9239 0.7187 0.31 -0.13 0.06
H -0.8076 2.5866 0.3527 -0.03 -0.07 -0.15
H 0.8002 -2.4999 -0.9818 0.01 0.01 -0.05
H -0.3084 -2.3590 -2.4639 0.07 0.05 0.17
```
Forces are in eV/Å.

**Gap between HOMO and LUMO**: 9.530 eV
**HOMO level**: -8.61 eV
**Structure (SMILES)**: C=CCN(N)C(C)=O

These are the Mulliken partial charges, in e, on atoms 1 to 8: number 1, C, carries -0.995; number 2, C, carries -1.027; number 3, N, carries 0.565; number 4, C, carries 0.686; number 5, N, carries -0.853; number 6, C, carries 0.149; number 7, C, carries -0.773; number 8, O, carries -0.672

=====

> The highest HOMO level belongs to which entry?

C18H16I2MgN3O5